56
Properties=species:S:1:pos:R:3:forces:R:3 method="wB97M-V/def2-TZVPD" orbital_gap_ha="0.2223 / 0.2333" charge=+2 e_tot_ev=-43029.7885 relative_energy_kcal_mol=57.5 multiplicity=4 largest_force_ev_per_a=4.3
P 1.0634 -1.5194 0.4350 1.83 -0.77 2.25
P 0.9855 1.7350 0.8452 -0.83 0.21 -0.78
C 2.5037 -0.2458 -0.5514 0.14 0.20 -0.39
C 2.5406 1.1496 0.0689 0.53 -0.08 0.29
H 2.3157 -0.2181 -1.6358 -0.37 -0.15 0.59
H 3.4709 -0.7600 -0.3995 -0.73 -0.02 0.09
H 3.3111 1.1798 0.8658 -0.34 -0.02 -0.53
H 2.8297 1.8962 -0.6887 -0.04 -0.29 0.15
C 0.5852 3.4194 0.2612 0.27 -0.12 -0.15
H 1.1556 4.1017 0.8930 -0.08 0.13 -0.24
H -0.4831 3.6096 0.3969 0.10 -0.06 0.05
H 0.8682 3.5632 -0.7813 -0.05 0.13 0.12
C 1.4666 2.1326 2.5467 -0.31 -0.18 0.73
H 1.1522 3.1596 2.7659 0.04 -0.32 0.02
H 2.5571 2.0710 2.6252 -0.21 0.04 0.08
H 1.0118 1.4736 3.2910 0.17 0.16 -0.08
C -0.1910 -2.9725 0.4431 -0.49 0.36 -0.48
H 0.0570 -3.5931 1.3030 0.11 0.25 0.04
H -0.1775 -3.5995 -0.4485 0.18 0.18 0.13
H -1.2151 -2.5955 0.5687 0.23 -0.13 0.10
C 2.4729 -2.5130 0.9940 0.26 -0.69 0.01
H 3.1359 -1.8697 1.5768 0.06 -0.18 -0.18
H 3.0140 -2.9562 0.1574 0.02 -0.06 0.07
H 2.0558 -3.2932 1.6329 0.43 -0.02 -0.03
Tc -0.7428 0.0456 -0.0921 0.68 -1.97 3.74
C -0.3295 1.0510 -1.7739 -1.40 2.11 -0.96
C -1.7746 1.1000 -1.3371 -0.32 1.63 -2.52
C -2.8866 0.4128 -2.1232 -0.38 0.03 0.69
C -2.4805 -0.9282 -2.7722 -0.77 1.05 -0.25
C -1.5073 -1.7174 -1.9607 0.42 -0.53 -0.25
C -0.1652 -1.7611 -2.2591 -1.05 -0.29 -0.80
C 0.4237 -0.8991 -3.3255 0.33 0.13 -0.19
C 0.0554 0.5715 -3.1687 0.77 0.06 -0.03
C 0.7239 -1.0501 2.3068 -0.58 0.28 -0.36
H 0.1257 2.0392 -1.6649 -0.19 -0.39 0.32
H -2.0863 2.0866 -0.9601 0.10 -0.46 0.26
H -3.2766 1.1264 -2.8650 0.10 -0.21 0.10
H -3.7152 0.2393 -1.4068 0.30 0.08 -0.41
H -3.4068 -1.4988 -2.8833 0.23 -0.13 0.01
H -2.1299 -0.7315 -3.7903 0.16 -0.24 0.22
H -1.9721 -2.5427 -1.4225 0.34 0.18 0.20
H 0.4318 -2.6455 -2.0252 -0.17 0.38 0.42
H 0.0579 -1.2257 -4.3120 0.05 -0.26 0.26
H 1.5149 -1.0427 -3.3696 -0.39 0.07 0.05
H 0.9345 1.1690 -3.4462 -0.27 -0.14 -0.17
H -0.7451 0.8599 -3.8570 0.13 0.01 0.12
H 1.6787 -0.6700 2.6816 -0.16 -0.24 -0.01
H 0.4690 -2.0440 2.7014 0.44 0.32 0.05
H -0.0929 -0.3929 2.6901 0.66 -0.50 -0.93
C -2.3053 0.4932 4.0134 -0.58 0.16 0.80
O -2.2111 -0.0923 2.6790 0.81 0.87 -0.25
C -1.8940 0.8102 1.7255 -1.17 2.40 -1.51
O -2.1799 2.0127 1.7587 0.93 -2.56 0.43
H -1.4051 1.0790 4.2802 -0.37 -0.29 -0.40
H -2.4023 -0.3488 4.7039 0.02 0.13 -0.26
H -3.1927 1.1393 4.1095 0.42 -0.27 -0.24



68
Properties=species:S:1:pos:R:3:forces:R:3 method="wB97M-V/def2-TZVPD" orbital_gap_ha=0.2712 e_tot_ev=-107664.9296 largest_force_ev_per_a=5.2
C -5.1142 1.4776 0.1312 0.96 0.40 -0.19
C -3.8125 2.1408 -0.6038 -1.82 0.37 0.12
I -2.0939 0.9177 0.0800 -0.52 0.64 -0.67
C -3.6660 3.6836 -0.1585 1.57 -1.43 0.52
I -4.8348 4.9902 -1.4943 0.54 -0.59 0.63
C -2.1388 4.1330 -0.0932 -1.23 1.43 2.81
C -1.6678 4.7245 1.1057 0.57 -1.29 -4.03
F -2.3032 4.9910 2.3240 1.88 -0.75 -3.29
C -0.1403 4.9888 0.7560 0.43 1.64 4.86
O 0.5842 5.4153 1.6833 -1.61 -1.58 -4.50
O 0.1843 4.7003 -0.5925 -1.89 -0.30 1.98
C -0.9882 4.1049 -1.1813 -0.39 -0.55 -1.96
O -0.9573 3.7215 -2.3553 -0.42 1.43 4.59
H -4.7575 1.2585 1.2052 -0.88 0.22 -1.70
H -6.0131 2.1823 0.1430 1.55 -0.94 -0.15
H -5.4176 0.4909 -0.3773 0.65 1.65 0.90
H -3.9037 2.1166 -1.7431 0.47 -0.26 1.65
H -4.1080 3.7789 0.9039 0.77 0.11 -1.80
C 2.2162 -2.4177 -1.7061 -0.20 -0.07 -0.27
S 2.3518 -0.8207 -0.8762 -0.08 -0.08 0.09
O 1.0241 -0.5276 -0.2527 0.13 -0.04 -0.23
C 2.4708 0.1662 -2.3844 -0.08 0.04 -0.12
H 2.0929 -3.1905 -0.9472 0.07 0.15 0.03
H 1.3493 -2.4196 -2.3702 -0.07 0.15 0.13
H 3.1255 -2.6119 -2.2734 -0.05 0.07 0.17
H 1.5897 0.0019 -3.0076 -0.01 -0.02 0.09
H 3.3744 -0.1112 -2.9301 0.00 -0.05 0.09
H 2.5260 1.2191 -2.1052 -0.03 -0.11 0.08
C -7.4717 -2.8242 1.0859 0.00 -0.14 -0.05
S -6.5095 -1.6472 2.0613 0.28 0.12 -0.15
O -5.3674 -1.1919 1.2138 -0.45 -0.60 0.40
C -5.8634 -2.8579 3.2356 0.04 -0.13 0.00
H -7.9393 -2.2862 0.2607 0.09 0.06 0.10
H -6.8174 -3.6014 0.6868 0.04 0.08 0.04
H -8.2470 -3.2699 1.7117 0.03 0.06 0.01
H -5.3085 -3.6329 2.7039 -0.02 0.09 -0.05
H -6.6902 -3.3025 3.7926 0.00 0.06 -0.03
H -5.1958 -2.3447 3.9284 -0.08 0.06 -0.12
C 6.8269 -1.6495 0.6492 -0.03 0.09 0.09
S 6.3622 -1.9517 -1.0670 0.07 -0.10 0.20
O 4.9914 -2.5527 -1.0618 0.50 0.00 0.01
C 7.5400 -3.2905 -1.3479 0.04 -0.08 -0.05
H 6.1841 -0.8635 1.0476 -0.07 -0.06 -0.16
H 6.6938 -2.5588 1.2378 -0.01 -0.01 -0.12
H 7.8672 -1.3226 0.6931 -0.02 -0.11 -0.09
H 7.3624 -4.0979 -0.6355 -0.05 0.10 0.01
H 8.5569 -2.9094 -1.2380 -0.07 0.05 0.09
H 7.4015 -3.6653 -2.3630 -0.10 0.11 0.06
C 12.6635 -1.5434 0.4271 -0.01 0.09 -0.08
S 11.4039 -2.2497 1.5108 -0.06 0.05 -0.04
O 10.0898 -2.1293 0.8077 0.31 0.11 0.10
C 11.4718 -0.9448 2.7570 -0.05 0.11 -0.01
H 12.7617 -2.1838 -0.4498 -0.08 -0.02 0.11
H 12.3660 -0.5415 0.1123 -0.07 -0.05 0.06
H 13.6182 -1.5041 0.9541 -0.07 -0.05 0.02
H 11.2479 0.0200 2.2985 -0.01 -0.08 -0.05
H 12.4647 -0.9247 3.2093 -0.03 -0.07 -0.04
H 10.7292 -1.1620 3.5255 0.04 -0.08 -0.11
C -8.9341 2.1137 -2.4195 0.07 -0.09 -0.07
S -9.2482 2.4373 -0.6711 0.14 0.03 0.06
O -7.9489 2.2861 0.0517 -0.84 -0.04 -0.26
C -10.2116 0.9396 -0.3705 0.02 -0.12 0.02
H -8.3071 2.9156 -2.8106 -0.04 -0.01 0.14
H -8.4165 1.1598 -2.5356 0.00 0.04 0.09
H -9.8802 2.0971 -2.9634 0.01 0.03 0.08
H -9.6152 0.0582 -0.6133 0.05 0.09 -0.01
H -11.1168 0.9605 -0.9799 0.05 0.06 0.01
H -10.4869 0.9118 0.6844 0.07 0.11 -0.07



64
Properties=species:S:1:pos:R:3:forces:R:3 method="wB97M-V/def2-TZVPD" orbital_gap_ha=0.3015 charge=-1 e_tot_ev=-54187.3640 largest_force_ev_per_a=1.0
C -4.5153 -2.5746 -2.3895 -0.04 0.10 0.08
C -4.5565 -1.0955 -2.6549 -0.10 -0.03 -0.09
O -4.9079 -0.6005 -3.6961 0.01 0.04 -0.04
O -4.1842 -0.3900 -1.5800 0.18 -0.04 0.00
C -3.9444 1.0137 -1.7653 0.07 0.14 0.18
C -2.7884 1.4334 -0.8774 0.01 0.05 -0.11
C -1.3657 1.0224 -1.3476 -0.18 0.00 -0.08
C -1.2287 -0.1012 -2.3870 0.25 0.01 0.00
Al 0.7087 -0.5366 -2.6490 -0.22 0.19 0.25
C 1.3864 -1.9994 -1.4812 0.19 0.00 -0.13
C 1.8395 -1.4330 -0.1141 -0.16 -0.23 -0.01
C 1.2478 -2.1797 1.0849 0.08 0.16 -0.22
C -0.2856 -2.0790 1.1078 0.21 -0.27 0.13
N -0.8077 -1.7065 2.4339 -0.43 0.70 -0.49
C -0.2536 -0.4338 2.9366 0.10 -0.17 0.29
C -2.1823 -1.8582 2.5578 0.37 -0.37 0.32
C -2.7939 -1.4929 3.8957 -0.08 0.37 -0.16
O -2.8680 -2.3697 1.6986 -0.09 -0.14 -0.11
S 0.9932 -1.4509 -4.8439 0.15 -0.49 0.03
O 2.3493 -1.9194 -5.0345 -0.05 0.08 -0.07
O -0.0669 -2.3629 -5.2134 -0.01 0.09 -0.04
F 0.8592 -0.2517 -5.9482 -0.05 0.13 -0.02
H -5.4763 -2.8691 -1.9634 0.02 -0.05 -0.01
H -3.7328 -2.8194 -1.6751 0.00 -0.01 0.00
H -4.3668 -3.0918 -3.3328 -0.01 -0.03 0.01
H -4.8500 1.5474 -1.4666 -0.04 0.00 -0.10
H -3.7411 1.2205 -2.8139 -0.06 -0.07 -0.04
H -2.8361 2.5273 -0.8309 0.00 -0.02 0.12
H -2.9907 1.0709 0.1341 0.00 -0.07 -0.01
H -0.7886 0.7702 -0.4502 0.03 0.04 0.01
H -0.8821 1.9121 -1.7618 0.05 -0.01 0.03
H -1.6762 0.2061 -3.3384 -0.07 -0.03 0.02
H -1.7481 -1.0080 -2.0644 -0.02 0.01 0.02
H 1.6224 0.7896 -2.6079 0.07 -0.01 -0.01
H 0.6278 -2.7772 -1.3410 -0.06 0.05 -0.02
H 2.2289 -2.5023 -1.9657 -0.02 -0.02 0.01
H 1.5531 -0.3761 -0.0187 0.12 0.04 0.10
H 2.9293 -1.4697 -0.0399 0.01 0.13 -0.02
H 1.5484 -3.2283 1.0225 -0.01 -0.02 0.09
H 1.6808 -1.7709 2.0011 -0.06 -0.08 0.07
H -0.6324 -1.3606 0.3566 -0.01 0.04 0.01
H -0.7242 -3.0373 0.8422 -0.11 0.07 0.00
H 0.4352 -0.0167 2.2053 -0.01 -0.06 -0.04
H 0.2998 -0.5733 3.8680 0.02 0.00 -0.02
H -1.0266 0.3147 3.1128 -0.05 -0.04 -0.08
H -2.1643 -0.8515 4.5061 0.00 -0.11 0.11
H -3.7406 -0.9883 3.7023 0.00 -0.03 0.05
H -3.0112 -2.4145 4.4333 0.05 -0.04 -0.01
C 1.7743 2.3455 1.3309 -0.04 -0.06 -0.02
O 2.8742 1.5510 1.7406 0.00 0.11 0.05
C 3.9680 1.6028 0.8366 -0.07 -0.12 -0.02
C 5.0646 2.5153 1.3379 0.03 0.06 -0.02
O 4.6499 3.8715 1.4092 -0.02 -0.01 0.01
C 4.2653 4.2766 2.7062 -0.02 0.00 -0.02
H 1.0840 2.4024 2.1728 0.00 -0.02 0.00
H 2.0845 3.3568 1.0561 0.01 0.00 0.00
H 1.2596 1.8886 0.4786 0.01 0.05 -0.03
H 3.6286 1.9224 -0.1531 0.01 -0.01 -0.01
H 4.3688 0.5896 0.7393 -0.01 0.00 -0.01
H 5.9098 2.4660 0.6453 -0.01 0.00 0.00
H 5.4104 2.1744 2.3203 0.00 0.00 0.01
H 5.1387 4.3684 3.3633 -0.01 -0.02 0.02
H 3.5548 3.5773 3.1539 0.01 0.00 0.01
H 3.7919 5.2534 2.6152 0.03 0.01 -0.01



68
Properties=species:S:1:pos:R:3:forces:R:3 method="wB97M-V/def2-TZVPD" orbital_gap_ha=0.2595 charge=+1 e_tot_ev=-208842.7608 largest_force_ev_per_a=9.2
C -4.8339 -3.6180 3.9451 0.46 1.10 0.05
C -3.5328 -3.0319 3.1834 2.09 -1.60 0.84
Br -3.7063 -1.4978 1.9085 0.23 -1.70 1.50
C -2.2381 -3.5943 3.4258 -3.05 1.39 0.19
Br -2.0510 -5.1334 4.6899 0.20 1.89 -1.58
S -0.7423 -2.8545 2.5671 -0.58 -0.82 -0.13
C 0.7974 -3.2004 3.5731 -0.02 0.02 2.31
C 1.5245 -1.8034 3.8777 2.85 2.09 -2.64
O 2.1569 -1.2785 2.9530 -2.77 -1.99 3.85
F 1.5301 -1.1557 5.1306 -0.76 -2.29 -2.45
H -4.7270 -3.3764 5.0670 0.02 -0.36 -1.72
H -5.7634 -3.0666 3.5868 1.32 -0.88 0.29
H -4.9422 -4.7449 3.8406 0.29 1.54 -0.14
H -0.9633 -1.4792 2.5524 0.14 -0.85 0.68
H 0.4744 -3.7586 4.5310 0.36 1.01 -1.47
H 1.4534 -3.9172 2.9634 -0.89 1.54 0.67
O 4.3193 -2.0491 -3.3795 -3.67 -2.24 1.49
P 4.6034 -2.6217 -1.9850 8.47 3.44 -0.20
O 4.9348 -1.1659 -1.2592 -0.97 -0.19 0.12
C 3.8220 -0.3703 -0.8698 -0.11 0.28 0.07
C 3.0504 -0.9929 0.2799 0.06 -0.04 -0.08
O 6.1350 -3.1247 -2.3828 -0.97 -0.83 0.41
C 6.5434 -3.3125 -3.7352 0.13 0.17 -0.55
C 7.1667 -2.0449 -4.2937 0.08 0.21 0.07
O 4.8145 -3.3623 -0.4537 -3.16 -0.32 -1.51
C 6.0834 -3.7425 0.0809 0.90 -0.73 0.15
C 7.0451 -2.5966 0.3326 -0.12 0.43 -0.17
H 3.1698 -0.2061 -1.7330 0.01 0.06 -0.01
H 4.2133 0.6021 -0.5607 0.10 -0.13 -0.10
H 2.5774 -1.9316 -0.0287 -0.03 -0.01 0.01
H 2.2655 -0.3194 0.6308 0.09 0.03 -0.08
H 3.7151 -1.2261 1.1133 -0.05 0.09 -0.15
H 5.7093 -3.6639 -4.3503 0.09 0.22 0.14
H 7.2895 -4.1101 -3.7437 -0.03 -0.01 0.26
H 6.5480 -1.1622 -4.1112 -0.13 -0.21 -0.09
H 7.3304 -2.1359 -5.3702 0.01 -0.02 0.09
H 8.1277 -1.8512 -3.8107 -0.01 -0.08 -0.06
H 6.5361 -4.5174 -0.5417 -0.02 0.21 -0.04
H 5.8708 -4.2246 1.0431 -0.37 0.13 -0.15
H 7.3229 -2.0727 -0.5823 -0.06 -0.14 0.03
H 7.9671 -2.9708 0.7864 -0.17 -0.13 0.04
H 6.6006 -1.8546 1.0017 0.05 -0.12 0.02
O -4.3142 1.9199 0.0795 -3.88 -1.83 -1.27
P -5.1385 3.0592 -0.5370 6.46 6.36 1.40
O -4.0272 3.4764 -1.6955 -0.62 -0.79 -0.20
C -3.9840 2.6727 -2.8703 0.14 -0.05 -0.45
C -5.2288 2.8397 -3.7229 -0.11 0.01 0.01
O -4.7438 4.1393 0.6628 -1.12 -0.47 -0.03
C -4.2609 3.7172 1.9331 0.30 -0.16 0.23
C -2.7429 3.6536 1.9418 0.21 0.05 -0.12
O -6.1798 4.2477 -1.1939 -1.01 -3.55 0.06
C -6.1209 5.6357 -0.8592 -0.31 1.04 0.68
C -4.8311 6.3359 -1.2434 0.38 -0.31 -0.15
H -3.8414 1.6242 -2.5912 0.05 -0.01 -0.01
H -3.1068 2.9854 -3.4422 -0.01 0.05 0.20
H -6.1137 2.4565 -3.2044 -0.01 -0.01 -0.06
H -5.1295 2.2969 -4.6655 0.03 0.00 0.08
H -5.4139 3.8941 -3.9394 0.05 -0.11 0.01
H -4.7124 2.7641 2.2263 0.16 0.10 -0.16
H -4.5906 4.4533 2.6695 -0.10 0.12 -0.18
H -2.3452 3.1033 1.0846 -0.21 -0.09 0.09
H -2.3804 3.1778 2.8571 -0.03 0.09 0.00
H -2.3215 4.6599 1.8826 -0.04 -0.05 0.09
H -6.3553 5.7772 0.1982 0.17 -0.08 -0.09
H -6.9419 6.1109 -1.4090 0.00 -0.45 -0.11
H -3.9622 5.9317 -0.7231 -0.14 0.01 0.02
H -4.8922 7.3997 -0.9976 -0.21 -0.09 -0.04
H -4.6365 6.2337 -2.3144 -0.10 0.08 0.08